Entry 1:
Molecular formula: C44H82InO15
Method: DFT, ωB97M-V/def2-TZVPD

```
142
Properties=species:S:1:pos:R:3:mulliken_charge:R:1
C -1.7654 1.2748 3.5344 -1.05
C -1.9410 2.3974 2.4959 -0.60
C -1.3386 1.9991 1.1109 0.00
C -0.6598 3.2132 0.4944 -0.84
C 0.0134 2.9598 -0.8648 -1.29
C 0.9015 1.7123 -0.9487 1.16
C 0.8580 1.1280 -2.3861 -1.04
C 2.0921 0.3134 -2.7314 -1.36
In 2.2733 -1.5766 -1.5348 0.98
C 4.2991 -1.5673 -0.5750 -1.96
C 4.4329 -0.5246 0.5421 -0.06
C 3.8614 -0.9423 1.9103 2.35
C 3.8020 -2.4501 2.1286 -1.95
C 4.7280 -0.3683 3.0493 -1.63
C 5.0668 1.1352 2.9475 -0.45
C 3.8533 1.9438 2.5920 -0.44
C 2.9875 2.4708 3.4943 0.92
C 1.5067 2.2113 3.3528 -0.79
C 3.3870 3.3666 4.6469 -1.53
C 2.1261 -3.3063 -2.9649 -0.12
C 3.2849 -3.9532 -3.4226 -0.09
C 3.1836 -5.0475 -4.2852 -0.65
C 1.9381 -5.4935 -4.7180 -0.34
C 0.7776 -4.8600 -4.2870 -0.63
C 0.8868 -3.7817 -3.4113 -0.34
H -2.5655 0.5406 3.4323 0.10
H -0.8273 0.7426 3.3803 0.25
H -1.7361 1.6840 4.5436 0.38
H -1.3282 3.2269 2.8523 0.40
H -2.9897 2.6719 2.4078 0.45
H -0.6596 1.1772 1.3150 0.12
H -2.1736 1.6820 0.4837 0.32
H 0.0481 3.6886 1.1760 0.35
H -1.4459 3.9580 0.3226 0.33
H 0.6705 3.8137 -1.0606 0.30
H -0.7108 2.9723 -1.6804 0.44
H 0.5549 0.9098 -0.3000 -0.21
H 1.9465 1.9193 -0.7076 0.03
H -0.0505 0.5167 -2.4259 0.19
H 0.6769 1.9665 -3.0737 0.48
H 3.0110 0.8939 -2.6196 0.44
H 1.9977 -0.0140 -3.7715 0.28
H 0.9446 -1.7359 -0.3364 -0.50
H 4.9719 -1.2530 -1.3823 0.55
H 4.6337 -2.5659 -0.2917 0.49
H 3.9006 0.3716 0.2136 -0.29
H 5.4827 -0.2295 0.6585 0.28
H 2.8636 -0.5401 2.0962 -0.64
H 4.7580 -2.9494 1.9710 0.38
H 3.4837 -2.6616 3.1541 0.50
H 3.0491 -2.9104 1.4891 0.29
H 5.6702 -0.9183 3.1355 0.33
H 4.2138 -0.4810 4.0085 0.39
H 5.9168 1.3160 2.2851 0.28
H 5.3855 1.4653 3.9459 0.43
H 3.6309 2.0869 1.5360 0.42
H 1.2978 1.4392 2.6197 -0.12
H 1.0652 1.9774 4.3209 0.47
H 0.9964 3.1243 3.0062 0.10
H 4.3196 3.8782 4.4336 0.22
H 3.4113 2.8126 5.5911 0.31
H 2.6044 4.1227 4.7266 0.44
H 4.2463 -3.5788 -3.0881 0.35
H 4.0773 -5.5650 -4.6182 0.33
H 1.8799 -6.3407 -5.3920 0.34
H -0.2054 -5.1783 -4.6134 0.36
H -0.0279 -3.3109 -3.0624 0.35
C -0.7839 -2.4975 -10.0102 -1.10
C 0.2129 -1.3600 -10.0889 -0.18
O 0.7597 -1.0489 -8.8054 -0.37
C 1.7228 -1.8772 -8.3797 0.75
O 2.1580 -2.8178 -8.9963 -0.58
O 2.1024 -1.4817 -7.1759 -0.29
C 3.0864 -2.3205 -6.5515 -0.45
H -1.5520 -2.2785 -9.2674 0.29
H -1.2614 -2.6545 -10.9784 0.35
H -0.2942 -3.4237 -9.7123 0.31
H -0.2839 -0.4506 -10.4250 0.29
H 1.0128 -1.5794 -10.7966 0.31
H 3.9415 -2.4561 -7.2119 0.34
H 2.6522 -3.2793 -6.2787 0.17
H 3.4218 -1.8213 -5.6475 0.18
C -3.7651 -1.9670 -0.3602 -1.07
C -4.6237 -0.7211 -0.3827 -0.13
O -6.0139 -1.0336 -0.1625 -0.25
C -6.3398 -1.2529 1.1069 0.64
O -5.5990 -1.1920 2.0534 -0.58
O -7.6388 -1.5676 1.1613 -0.25
C -8.1018 -1.9008 2.4709 -0.69
H -4.1465 -2.7044 -1.0683 0.30
H -2.7346 -1.7255 -0.6211 0.40
H -3.7704 -2.4278 0.6276 0.18
H -4.5716 -0.2570 -1.3661 0.36
H -4.2825 0.0113 0.3482 0.24
H -7.8506 -1.1202 3.1856 0.28
H -7.6773 -2.8520 2.7898 0.31
H -9.1824 -1.9943 2.4049 0.21
C -8.1131 -1.6672 -2.1123 -0.73
C -8.6322 -2.4373 -3.3069 -0.40
O -9.3808 -1.5962 -4.2033 -0.35
C -8.6500 -0.8300 -5.0076 0.79
O -7.4493 -0.7956 -5.0656 -0.55
O -9.4839 -0.0930 -5.7491 -0.34
C -8.8269 0.8326 -6.6161 -0.64
H -8.9301 -1.1454 -1.6118 0.25
H -7.6389 -2.3378 -1.4036 0.27
H -7.3859 -0.9169 -2.4144 0.27
H -9.3288 -3.2086 -2.9816 0.32
H -7.8242 -2.9320 -3.8456 0.34
H -8.0825 0.3325 -7.2317 0.30
H -8.3606 1.6268 -6.0349 0.29
H -9.5949 1.2594 -7.2554 0.22
C 7.9668 4.1125 4.2638 -0.93
C 8.2527 4.5745 2.8520 -0.21
O 7.7300 5.8911 2.6105 -0.35
C 8.4563 6.8929 3.0928 0.78
O 9.5016 6.8002 3.6841 -0.56
O 7.8242 8.0355 2.8113 -0.34
C 8.4610 9.2010 3.3333 -0.64
H 6.9000 4.1872 4.4786 0.12
H 8.2820 3.0781 4.3996 0.34
H 8.4914 4.7301 4.9928 0.39
H 7.7523 3.9236 2.1377 0.27
H 9.3192 4.5475 2.6295 0.34
H 9.5065 9.2433 3.0356 0.30
H 8.3787 9.2206 4.4193 0.29
H 7.9340 10.0557 2.9185 0.22
C -4.1689 -2.7919 4.4536 -0.84
C -2.9117 -3.0475 5.2559 -0.39
O -2.7018 -2.0292 6.2496 -0.31
C -3.4337 -2.1413 7.3499 0.78
O -4.2284 -3.0121 7.5991 -0.57
O -3.1408 -1.1103 8.1493 -0.33
C -3.9097 -1.0642 9.3497 -0.66
H -4.1560 -1.7903 4.0273 0.16
H -4.2593 -3.5157 3.6437 0.38
H -5.0563 -2.8663 5.0829 0.31
H -2.0395 -3.0078 4.6063 0.33
H -2.9258 -4.0311 5.7254 0.35
H -3.8564 -2.0090 9.8865 0.29
H -4.9468 -0.8190 9.1237 0.29
H -3.4812 -0.2769 9.9640 0.22
```

Highest occupied orbital energy in eV: -4.55
Maximum force in Eh/bohr: 0.0395
DFT total energy in hartree: -3044.4385
Total charge: -1
HOMO-LUMO gap in eV: 6.5

***

Entry 2:
Molecular formula: C44H82N6O14S5
Method: DFT, ωB97M-V/def2-TZVPD

```
151
Properties=species:S:1:pos:R:3:mulliken_charge:R:1
C 4.9087 -6.0131 -2.0427 -0.94
C 6.0918 -6.7964 -1.4815 0.77
O 6.2673 -7.9850 -1.7488 -0.57
C 6.9896 -5.9415 -0.5559 -1.05
H 4.3202 -6.8460 -2.4276 0.28
H 5.2172 -5.4163 -2.9010 0.27
H 4.5284 -5.4263 -1.2066 0.32
H 7.4703 -5.1341 -1.1082 0.29
H 7.7701 -6.5513 -0.1009 0.29
H 6.3599 -5.5360 0.2361 0.32
C -6.8338 5.8321 6.3883 -0.94
C -6.3763 4.3849 6.4928 0.74
O -6.9005 3.6381 7.3022 -0.56
C -5.2127 3.9421 5.6240 -0.99
H -7.0708 6.0680 7.4258 0.30
H -7.5959 5.8670 5.6097 0.27
H -5.9913 6.4461 6.0700 0.30
H -4.6016 3.1515 6.0594 0.31
H -4.5546 4.7899 5.4335 0.31
H -5.5937 3.6696 4.6398 0.26
C -1.8649 -6.9809 -2.4674 -0.95
C -2.9436 -8.0080 -2.2431 0.71
O -2.6714 -9.0881 -1.7639 -0.54
C -4.4355 -7.7999 -2.6302 -0.95
H -1.9713 -6.3860 -3.3744 0.32
H -0.9035 -7.4903 -2.4007 0.31
H -1.9313 -6.3171 -1.6054 0.24
H -4.4409 -7.7337 -3.7182 0.28
H -4.8740 -6.9321 -2.1374 0.30
H -4.9740 -8.7286 -2.4414 0.30
C 1.6908 -0.8677 -6.6077 -1.07
C 1.6845 0.4769 -7.3059 0.75
O 1.8570 1.5426 -6.6824 -0.58
C 1.5610 0.3886 -8.8107 -0.94
H 0.7764 -1.4250 -6.8110 0.34
H 1.8213 -0.7268 -5.5347 0.29
H 2.5431 -1.4697 -6.9228 0.32
H 2.3014 1.0371 -9.2791 0.32
H 0.5539 0.7596 -9.0013 0.27
H 1.6410 -0.6545 -9.1164 0.30
C -2.2390 -3.3183 10.0788 -0.68
C -1.4500 -4.4193 10.6116 0.28
N -0.7936 -5.2840 11.0136 -0.36
H -2.8944 -3.0033 10.8908 0.26
H -2.6923 -3.6828 9.1569 0.25
H -1.5991 -2.4834 9.7930 0.26
C -6.7054 -2.8587 -6.6297 -0.71
C -5.8423 -2.9478 -5.4169 0.29
N -5.2226 -2.9386 -4.4668 -0.35
H -6.6324 -1.8135 -6.9304 0.23
H -7.7053 -3.1507 -6.3089 0.25
H -6.5495 -3.4945 -7.5012 0.29
C 1.8257 -9.2091 2.2937 -0.83
C 2.0640 -9.7378 3.6117 0.37
N 2.2478 -10.1478 4.6502 -0.33
H 1.8422 -8.1221 2.2148 0.25
H 0.7722 -9.3609 2.0586 0.25
H 2.2704 -9.6587 1.4059 0.29
C 0.9924 6.3023 3.1955 -0.68
C 0.5354 5.3250 4.1740 0.28
N 0.2103 4.5577 4.9260 -0.35
H 1.8725 5.9570 2.6530 0.25
H 1.1472 7.2737 3.6651 0.28
H 0.1795 6.3726 2.4728 0.23
C 6.7253 -0.4643 -4.0335 -0.64
C 7.0765 -1.6300 -4.9043 0.30
N 7.4142 -2.5727 -5.5161 -0.40
H 6.6896 -0.7285 -2.9765 0.26
H 5.8208 -0.0172 -4.4457 0.23
H 7.4834 0.2827 -4.2685 0.25
C 3.1570 -5.1432 7.6427 -0.69
C 3.7955 -5.3544 6.3585 0.32
N 4.3222 -5.5658 5.3248 -0.38
H 3.9156 -4.9362 8.3975 0.25
H 2.6705 -6.1058 7.8007 0.25
H 2.4155 -4.3451 7.6789 0.26
C 9.3801 1.7159 1.2767 -0.59
C 9.7892 2.0004 2.7349 -0.63
C 9.4309 3.4630 3.0834 -0.75
S 7.7685 3.7132 2.2551 1.05
O 7.7409 5.0522 1.7254 -0.62
O 6.7032 3.2146 3.1410 -0.63
C 8.0180 2.3294 1.0156 -0.57
H 9.2930 0.6296 1.2544 0.25
H 10.1889 2.0272 0.6157 0.33
H 10.8521 1.8604 2.9319 0.37
H 9.2651 1.3277 3.4137 0.32
H 10.1384 4.0925 2.5437 0.33
H 9.3004 3.8088 4.1088 0.43
H 8.0815 2.8166 0.0427 0.32
H 7.1906 1.6416 1.1901 0.39
C -8.3056 -2.1531 1.0593 -0.63
C -7.9104 -1.0769 2.1179 -0.57
C -9.1530 -0.3024 2.5506 -0.68
S -9.9488 0.0749 0.9324 1.05
O -9.3207 1.3054 0.4197 -0.61
O -11.4030 -0.0931 0.9922 -0.65
C -9.1387 -1.3635 0.0240 -0.65
H -8.9107 -2.8961 1.5789 0.30
H -7.4866 -2.6617 0.5509 0.32
H -7.1964 -0.4608 1.5714 0.29
H -7.3338 -1.4109 2.9805 0.36
H -8.9926 0.6090 3.1266 0.40
H -9.8818 -0.9215 3.0737 0.33
H -8.5946 -1.1173 -0.8879 0.38
H -10.0157 -1.9264 -0.2955 0.35
C 3.8961 9.3455 -3.3273 -0.62
C 2.9520 8.3752 -2.5914 -0.56
C 2.6864 7.3105 -3.6012 -0.67
S 4.3292 6.8944 -4.3175 1.05
O 4.3174 6.8250 -5.7567 -0.63
O 4.8540 5.7568 -3.5541 -0.63
C 5.0660 8.4675 -3.7306 -0.68
H 4.2056 10.1890 -2.7102 0.31
H 3.4349 9.7068 -4.2464 0.30
H 2.0428 8.9411 -2.3881 0.29
H 3.2754 8.0540 -1.6013 0.33
H 2.1723 7.8214 -4.4154 0.36
H 2.1550 6.4290 -3.2425 0.39
H 5.8081 8.7418 -4.4804 0.41
H 5.6279 8.1697 -2.8453 0.34
C -0.6192 -1.9323 2.0458 -0.54
C -0.0318 -0.9797 3.0932 -0.65
C 1.2947 -0.5603 2.5421 -0.75
S 1.0229 -0.2214 0.7197 1.04
O 2.0867 -0.8877 -0.0074 -0.62
O 0.7966 1.2576 0.6076 -0.63
C -0.5563 -1.0926 0.7993 -0.72
H -1.6129 -2.2376 2.3736 0.29
H -0.0174 -2.8319 1.9168 0.33
H 0.0557 -1.5224 4.0344 0.31
H -0.6485 -0.0830 3.1549 0.34
H 1.9997 -1.3913 2.5673 0.39
H 1.7095 0.2645 3.1215 0.40
H -0.7989 -1.6530 -0.1036 0.43
H -1.1851 -0.2164 0.9568 0.37
C -4.4755 3.0364 -4.6579 -0.57
C -5.8667 3.5572 -4.1637 -0.61
C -5.7549 4.5895 -3.0486 -0.68
S -4.2219 4.1545 -2.1529 1.05
O -4.6065 3.3782 -0.9506 -0.62
O -3.3422 5.3028 -2.0222 -0.63
C -3.5716 2.9442 -3.3932 -0.73
H -4.0197 3.6767 -5.4132 0.30
H -4.6286 2.0631 -5.1240 0.30
H -6.2823 2.7090 -3.6196 0.28
H -6.5599 3.8178 -4.9635 0.39
H -6.5254 4.7496 -2.2943 0.41
H -5.5391 5.5296 -3.5563 0.32
H -3.7232 1.9810 -2.9060 0.32
H -2.4817 2.9558 -3.3999 0.47
```

Highest occupied orbital energy in eV: -9.52
Maximum force in Eh/bohr: 0.0792
DFT total energy in hartree: -5098.2826
HOMO-LUMO gap in eV: 9.3

***

Entry 3:
Molecular formula: C44H88Cl2F6N6O12S2
Method: DFT, ωB97M-V/def2-TZVPD

```
160
Properties=species:S:1:pos:R:3:mulliken_charge:R:1
C 1.7096 7.0482 3.0801 -1.01
C 1.1523 5.6123 3.2746 0.78
O 1.4031 4.8846 4.1359 -0.47
N 0.2763 5.1765 2.2533 1.48
H 0.7306 5.2965 1.3687 -0.14
H 0.1513 4.1334 2.2998 -0.50
C -1.0178 5.8528 2.2782 -0.87
H 1.6271 7.4252 2.0632 0.22
H 2.7783 6.9125 3.4382 0.28
H 1.1471 7.7420 3.7001 0.43
H -1.5071 5.8085 3.2186 0.40
H -1.5725 5.4265 1.4390 0.30
H -0.9856 6.9196 2.0652 0.38
C -1.5433 -0.3595 -1.4642 -0.79
C -1.0973 1.1166 -1.5799 0.29
O -1.6227 1.9083 -2.3622 -0.61
N -0.0053 1.5501 -0.8120 1.84
H -0.2171 1.5535 0.2162 -0.77
H 0.6666 0.7122 -1.0233 -0.35
C 0.5925 2.8329 -1.0519 -1.13
H -0.9298 -1.0002 -2.0975 0.44
H -2.5775 -0.4119 -1.6866 0.50
H -1.3661 -0.7070 -0.4624 0.11
H 1.0081 2.9288 -2.0463 0.50
H 1.1998 2.9521 -0.1287 0.44
H -0.1562 3.5893 -0.9180 0.30
C -1.3318 -8.6827 -3.1095 -1.59
C -1.5914 -7.3528 -2.3082 1.20
C -0.3306 -6.5025 -2.1583 -0.86
C -0.0271 -5.5714 -3.3218 -1.00
C -1.2097 -4.7262 -3.7412 -0.69
C -2.5217 -5.4851 -3.9825 1.46
N -2.7346 -6.6384 -2.9844 1.28
O -3.8194 -6.9454 -2.7524 -0.39
C -2.4079 -6.2751 -5.2605 -1.63
C -3.7139 -4.5626 -4.0175 -1.66
C -2.0082 -7.5889 -0.9443 -1.64
H -0.9588 -8.5050 -4.0974 0.36
H -2.2736 -9.2187 -3.0746 0.44
H -0.5355 -9.1931 -2.4971 0.39
H 0.4810 -7.1538 -1.9114 0.79
H -0.4951 -5.7788 -1.3433 -0.23
H 0.4094 -6.2719 -4.1394 0.31
H 0.7485 -4.8574 -3.0634 0.63
H -0.9730 -4.2218 -4.6861 0.54
H -1.3426 -3.9335 -2.9708 -0.13
H -2.8708 -5.6558 -6.0646 0.46
H -3.0929 -7.1809 -5.2724 0.34
H -1.3990 -6.5656 -5.5676 0.34
H -4.6160 -5.0276 -4.4120 0.42
H -3.3347 -3.7746 -4.6805 0.46
H -3.8614 -4.0963 -3.0598 0.26
H -2.3340 -6.6713 -0.4389 0.28
H -1.0987 -7.9345 -0.3526 0.36
H -2.7582 -8.3500 -0.8443 0.45
C -5.1658 0.2085 -0.5296 -1.07
C -5.8326 1.3962 0.3371 1.03
C -7.0955 0.9032 1.0681 -1.12
C -6.7262 0.1255 2.2811 -0.59
C -6.1466 1.0530 3.3403 -1.11
C -4.8296 1.6430 2.8950 1.59
N -4.8380 1.9004 1.3915 0.80
O -3.8687 2.5072 1.0806 -0.17
C -3.6589 0.6818 3.1197 -1.36
C -4.5595 3.0204 3.6643 -1.71
C -5.9622 2.6059 -0.5567 -1.83
H -4.2915 0.7800 -1.0378 0.17
H -5.8243 -0.1442 -1.2653 0.45
H -4.8935 -0.6149 0.1015 0.29
H -7.7238 0.3386 0.4018 0.44
H -7.7628 1.7454 1.2837 0.45
H -6.0648 -0.7044 2.1396 0.19
H -7.6647 -0.1736 2.7298 0.42
H -6.0194 0.5048 4.3543 0.40
H -6.9481 1.7616 3.5251 0.37
H -3.5679 0.4724 4.1354 0.64
H -2.6396 1.1174 2.9690 -0.23
H -3.7615 -0.2376 2.5758 0.42
H -5.3149 3.8259 3.4856 0.41
H -3.6035 3.4172 3.2482 0.31
H -4.5445 2.8018 4.6989 0.44
H -6.6345 2.2485 -1.3463 0.42
H -5.0181 2.7663 -1.1000 0.37
H -6.2888 3.5147 -0.0779 0.49
C 3.6597 3.1160 -3.4536 -0.95
C 5.1576 3.2541 -2.9799 0.58
C 5.6850 4.7309 -3.2520 -0.71
C 7.0306 4.9503 -2.5138 -0.98
C 6.8822 4.6475 -1.0108 -0.92
C 6.4539 3.2744 -0.6629 1.06
N 5.2804 2.8629 -1.5523 1.47
O 4.5068 2.1173 -1.0789 -0.45
C 5.9247 3.2899 0.7815 -1.55
C 7.5934 2.1790 -0.9369 -1.61
C 5.9331 2.1472 -3.8776 -1.46
H 3.5961 3.7798 -4.3015 0.50
H 3.0213 3.4813 -2.6416 -0.31
H 3.3934 2.0855 -3.6690 0.52
H 5.0117 5.3902 -2.7909 0.14
H 5.7059 4.8513 -4.3404 0.48
H 7.3940 5.9649 -2.5519 0.53
H 7.8351 4.2822 -2.9300 0.38
H 6.2582 5.5051 -0.5846 0.10
H 7.8343 4.8856 -0.6107 0.70
H 5.1632 4.0895 0.7926 0.32
H 6.7393 3.6141 1.4217 0.41
H 5.4406 2.3919 1.1237 0.40
H 7.9733 2.2221 -1.9211 0.38
H 7.3085 1.2338 -0.5854 0.44
H 8.4885 2.5089 -0.3216 0.39
H 6.9970 2.3901 -3.9027 0.43
H 5.4637 2.4086 -4.8190 0.48
H 5.6011 1.1106 -3.6245 0.33
C 2.4908 -3.1264 0.8850 -1.03
C 1.1260 -3.1333 1.6429 1.04
C 1.1412 -4.1874 2.7709 -1.05
C 2.0081 -3.8885 3.9363 -0.74
C 1.3742 -2.6097 4.5661 -1.45
C 1.5118 -1.3702 3.6597 1.53
N 1.0496 -1.7471 2.2314 0.77
O 0.4750 -0.8421 1.6150 0.25
C 2.9452 -0.8383 3.5483 -1.63
C 0.5814 -0.2682 4.1362 -2.14
C -0.0851 -3.3845 0.6767 -1.27
H 3.3475 -2.8725 1.5691 0.39
H 2.3436 -2.3489 0.1200 -0.08
H 2.6678 -4.1060 0.4290 0.35
H 1.4069 -5.2065 2.3678 0.44
H 0.0755 -4.2393 3.0243 0.43
H 2.9962 -3.7506 3.4504 0.37
H 2.0375 -4.6937 4.7003 0.42
H 1.9095 -2.3312 5.3936 0.66
H 0.3445 -2.8817 4.7827 0.39
H 3.0079 -0.0435 2.7838 0.43
H 3.7243 -1.5943 3.3465 0.38
H 3.1522 -0.5099 4.5996 0.45
H 0.7129 -0.1137 5.1539 0.51
H -0.4439 -0.4580 3.8858 0.52
H 0.8387 0.6686 3.6661 0.41
H -1.0501 -3.2948 1.2786 0.16
H 0.1004 -4.4411 0.4933 0.25
H -0.0822 -2.6431 -0.1484 -0.04
Cl -0.7980 2.4399 2.2074 -1.04
Cl 1.7431 -0.7618 -1.3681 -0.64
C 3.4006 7.3999 -0.8449 0.51
F 2.9341 8.4927 -0.2651 -0.21
F 2.9329 7.3451 -2.1509 -0.25
F 4.7545 7.4447 -0.9700 -0.22
S 2.9925 5.8356 -0.0523 1.00
O 3.5491 5.9504 1.2749 -0.75
O 1.5509 6.0445 -0.0990 -0.92
O 3.5760 4.8508 -0.9581 -0.47
C -4.3649 -4.7555 1.0897 0.37
F -4.7829 -5.7970 0.3757 -0.22
F -5.4014 -4.3401 1.8394 -0.22
F -3.4096 -5.1806 1.8847 -0.24
S -3.6634 -3.4788 -0.0412 1.32
O -3.2611 -2.3418 0.8450 -0.46
O -2.5777 -4.1747 -0.7115 -0.47
O -4.8073 -3.1298 -0.8802 -0.77
```

Highest occupied orbital energy in eV: -12.97
Maximum force in Eh/bohr: 0.0913
DFT total energy in hartree: -5275.8828
Total charge: +2
HOMO-LUMO gap in eV: 6.7